{
  "formula": "C12H15N",
  "method": "ωB97M-V with the def2-TZVPD basis set",
  "lumo_energy_ev": 0.24,
  "largest_force_ev_per_a": 6.79,
  "homo_lumo_gap_ha": 0.3229,
  "elements": ["C", "C", "H", "C", "C", "H", "H", "C", "H", "N", "C", "C", "C", "H", "H", "H", "H", "C", "H", "C", "H", "H", "H", "H", "C", "C", "H", "H"],
  "coordinates": [[-0.528686, -1.793909, -0.500477], [-2.519956, 0.818635, 1.322942], [1.718823, -1.253395, -2.056622], [-1.480638, -0.698708, -0.329034], [-3.267741, 1.386883, 0.243671], [-2.798622, 1.258725, 2.364574], [0.563182, 1.021005, 0.294349], [2.696212, 1.437817, -0.232613], [-1.421277, -0.853310, 1.786366], [0.982921, -1.808818, -0.197406], [-2.026691, -0.002566, -1.428927], [1.659744, 0.544524, -0.340807], [1.753387, -0.887156, -0.915131], [1.204290, -2.510894, 1.613412], [-1.891290, -0.329964, -2.498603], [3.528450, 3.939949, -0.525614], [-4.137790, 2.248667, 0.208675], [-1.606979, -0.186648, 0.909863], [-0.862361, -2.457058, 0.187931], [3.590612, 2.521473, 0.002674], [3.855203, 2.116291, 1.146929], [2.393205, -1.854000, 1.080929], [1.013089, -0.758866, 1.652701], [-0.832613, -1.900622, -1.568247], [1.345187, -1.639545, 1.060482], [-2.723813, 1.151024, -1.012587], [2.792338, -1.222677, -0.460136], [-2.998191, 1.713146, -1.809294]],
  "forces_ev_per_angstrom": [[1.4, 0.5, -2.3], [-2.3, 1.6, -0.9], [0.0, 2.0, 2.1], [1.1, 2.4, -1.5], [0.4, 2.5, 0.3], [1.0, -1.6, -1.7], [3.5, -1.8, -2.3], [-0.4, 2.7, -0.7], [1.0, 0.6, -0.8], [-4.5, 0.3, -5.0], [0.5, 0.5, 1.8], [-0.2, 3.8, 0.9], [3.2, -0.8, -1.6], [-1.9, -1.7, 1.6], [0.0, 0.7, 1.3], [0.3, -5.1, 1.7], [2.5, -2.3, 0.9], [-2.5, 0.1, 5.1], [-1.1, -3.2, 1.4], [-3.6, -2.2, 1.6], [0.4, 2.4, -2.8], [1.3, 1.3, 0.3], [0.5, -0.3, -0.4], [1.6, -1.9, 0.4], [0.8, -0.6, 5.7], [-0.5, -2.9, -0.7], [-1.2, 1.0, -2.1], [-1.4, 2.0, -2.1]],
  "lowdin_charge": [-0.0966, -0.0643, 0.1657, -0.3033, -0.0916, 0.1326, 0.2041, -0.1779, 0.1308, -0.2213, -0.0012, -0.1208, -0.2436, 0.0801, 0.1333, 0.1941, 0.1554, -0.1201, 0.0874, -0.1025, 0.0821, 0.0954, 0.1046, 0.1250, -0.2245, -0.1169, 0.1352, 0.0590]
}